ORCA calculation (ωB97M-V with the def2-TZVPD basis set) on a structure of composition C76H172F12N4O7P5S2 in a non-equilibrium geometry.

2S+1: 2
HOMO energy (spin up / spin down) in eV: -18.83 / -18.83
Charge: +6
Frontier orbital gap (spin up / spin down) in Ha: 0.28298 / 0.08296
DFT total energy in a.u.: -7443.90664
LUMO level (spin up / spin down) in eV: -11.132 / -16.575

XYZ file:
```
278
Properties=species:S:1:pos:R:3:forces:R:3:mulliken_charge:R:1
H -4.03524 5.70225 6.12582 0.38 0.28 0.01 0.39
C 2.70523 -7.35275 -2.87829 -0.23 -0.42 -0.41 -0.49
C 1.99291 -7.28433 0.15893 -0.37 -0.87 0.35 -1.29
H 2.50432 -4.70520 -0.67749 0.07 -0.25 0.19 0.62
C -0.30416 1.33813 -4.38511 1.97 0.59 -2.30 0.32
H -0.06961 -0.90059 -4.69472 -0.26 0.12 0.28 0.16
H 12.84640 10.24425 -2.09961 -0.23 0.00 -0.50 0.36
O 1.02400 6.76392 -4.75106 1.12 1.54 -0.62 -0.29
H 4.08703 4.91545 -2.93362 0.30 -0.08 0.58 0.33
H -1.75717 0.81606 6.41322 -0.05 0.36 -0.13 0.48
H -5.25975 -7.04658 -3.23435 0.32 0.09 0.03 0.45
C 7.61664 6.14415 0.44431 -0.77 0.59 1.61 -0.22
C -0.31458 0.01306 -5.23632 0.36 1.89 1.51 -0.86
H -6.01992 1.11666 7.15877 -0.17 -0.09 -0.09 0.43
H 2.78767 -8.49418 -5.46766 0.23 -0.24 -0.48 0.39
H -5.74960 2.86245 2.97661 -0.16 -0.07 -0.53 0.60
C -0.93540 -1.16813 4.79574 -0.86 -0.23 0.67 -0.79
H -9.53370 -7.91816 5.20226 0.24 -0.43 0.15 0.39
H -7.78669 2.22033 8.51095 -0.36 -0.02 -0.10 0.42
H 9.03025 8.49512 -3.61351 -0.66 -0.21 -0.31 0.66
H -2.22846 -9.75712 -2.20365 -0.84 -0.34 0.75 0.43
C -4.15707 -5.49329 2.01177 0.54 1.69 0.19 -0.74
H -3.08203 7.44780 9.57783 0.31 -0.09 -0.46 0.37
F -2.01824 -0.75425 -0.36144 0.51 -0.37 0.90 0.40
H 0.45348 0.19949 -5.98693 -0.54 -0.12 -0.30 0.45
C -3.78478 5.05126 6.96343 0.36 -0.20 1.16 -0.63
P -3.95724 2.89620 5.13902 -1.66 -2.15 0.71 1.21
C 8.94630 7.78100 -2.79431 0.89 -0.34 0.30 -0.87
C -5.72907 2.76130 5.66219 -0.07 -1.19 0.97 -1.76
H -3.66153 -5.03107 1.15802 0.46 -0.49 -0.32 -0.03
C 4.65595 -0.96967 5.81674 0.25 -0.14 -0.70 -0.73
H -8.25414 2.50336 5.44685 -0.78 0.13 0.12 0.35
H 3.91226 5.62078 -4.38869 0.39 -0.20 -1.00 -0.03
H -7.78942 -7.73228 5.02811 0.02 0.48 -0.06 0.30
H 0.91629 -6.73862 3.51206 -0.83 0.59 -0.59 0.39
C -3.73232 -4.67226 3.27720 -0.46 -1.89 0.06 -1.07
H -0.93079 6.39305 -3.95758 0.02 0.34 -0.31 0.42
C 9.71469 5.53919 -4.58463 -0.81 -0.82 0.05 -1.24
C -3.14687 1.21458 4.74992 0.30 2.80 0.86 -0.32
H 1.39431 -9.43303 2.10833 0.04 -0.01 0.36 0.34
N -0.21388 1.73780 -0.71056 -0.46 0.27 3.49 -0.55
H -6.70789 3.86607 -0.20329 0.53 0.72 -0.50 0.54
H 5.67170 -0.31193 4.16578 0.87 0.67 0.19 0.39
C 0.47072 -2.73229 -1.87475 -0.25 0.06 -0.49 0.04
H 5.05021 -7.39191 -4.70584 -0.18 0.67 0.42 0.35
H 7.77377 4.24869 -0.10991 -0.34 -0.55 -0.07 0.48
H -4.29396 -2.74713 1.24534 0.05 -0.76 0.27 -1.16
H -3.04492 1.66181 -2.53633 -0.12 0.04 -0.34 0.11
C 10.33445 7.83379 -2.07774 -0.47 0.41 0.93 -0.17
O 0.15704 2.38474 -4.79718 -1.09 -1.91 1.64 -0.44
C 0.07186 5.98354 -4.08043 0.37 -0.91 -0.08 -0.87
H 6.81755 4.66088 2.00709 0.30 -0.20 -0.44 0.35
C 1.95294 8.18473 -6.49890 0.11 -1.84 -0.37 0.27
H -2.38722 -7.71362 0.31523 0.00 0.39 -0.39 -0.06
H -2.26738 5.07627 8.63630 -0.45 -0.45 0.12 0.43
F -2.51028 -0.43071 1.78516 1.32 -0.08 -1.52 0.12
O -2.68472 2.14186 0.16170 1.96 -0.51 -0.87 -0.29
H -5.71728 -7.69588 0.45587 0.13 0.17 0.14 0.56
H -3.99568 4.81442 3.83340 -0.71 0.16 -0.28 0.70
H -2.14298 3.99373 6.02113 0.37 -0.01 0.19 0.55
H -4.75096 4.87261 7.43532 -0.06 -0.52 -0.02 0.21
H -0.80502 -0.72319 3.80927 -0.31 0.18 0.00 -0.03
C 5.96697 4.79437 -3.98249 1.77 0.59 -1.34 -0.71
H 9.53121 3.40587 -4.26592 0.05 -0.43 -0.40 0.41
H 1.37104 -5.57924 1.43281 0.33 0.35 -0.67 0.18
H 9.63749 5.19073 -1.41209 0.01 0.22 0.38 0.83
H -1.97296 -3.49631 1.54236 0.53 -0.41 -0.42 0.21
H 4.46693 2.58030 -3.78094 -0.43 -0.03 0.10 0.27
H 1.13949 -7.11325 -4.38676 -0.07 -0.60 0.06 0.34
C -8.33958 -5.68585 2.83094 0.47 -0.48 0.02 -0.96
H 0.01237 -6.52435 1.04775 0.04 -0.47 -0.69 -0.14
H -0.13778 -0.77579 5.42659 -0.14 0.17 0.27 0.47
H 3.73625 6.88330 -6.14788 -0.42 -0.38 0.12 -0.12
H -6.49338 -1.15105 1.51891 0.13 0.08 0.22 0.59
H -0.08632 -9.22277 -1.28672 -0.07 -0.30 -0.01 0.40
H 10.73831 5.68085 -4.23788 -0.06 -0.13 0.59 0.60
H -5.37743 2.75654 -0.45575 0.08 -0.11 0.21 0.08
H -0.73104 -6.77728 -0.88370 0.53 0.45 0.26 -0.15
C 6.70702 6.13401 -3.75919 -0.33 0.12 -0.16 -1.08
H 2.45914 -1.79154 -1.81739 -0.07 0.45 -0.72 0.58
H -0.54528 -2.35172 -1.76975 -0.16 -0.11 -0.25 -0.44
H 6.69521 6.79361 -4.62688 -0.17 -0.02 -0.22 0.56
C -6.32525 -3.67272 1.17172 1.05 -0.22 -0.54 -1.10
H -0.22050 -8.74971 2.07336 -0.15 -0.10 -0.27 0.07
H -5.47026 -5.17810 -1.44098 -0.46 0.11 0.03 0.13
H -2.84984 3.71535 3.26356 0.21 -0.18 -0.05 0.38
H -6.69939 -3.34099 2.14027 -0.32 0.16 -0.13 0.82
C -3.65697 6.71536 9.01120 -0.87 -0.98 0.37 -1.34
H -6.22506 2.10308 4.94885 0.24 -0.41 -0.01 0.97
H 11.10488 7.30738 -2.64114 -0.21 -0.45 0.11 0.16
H 2.85176 3.28301 -4.41408 0.03 -0.16 0.86 0.10
H 10.35242 9.94633 -1.28148 -0.17 -0.56 0.56 0.46
H -3.80691 0.72261 4.03548 0.12 -0.22 0.17 0.34
C -2.88808 5.76758 8.06628 0.06 0.71 -1.19 -0.66
C 8.62046 5.02530 -1.76761 -0.03 0.83 -0.73 -1.38
O -1.08052 2.12437 1.95206 1.68 -0.23 -0.94 -0.35
S -1.40008 1.65941 0.63098 -4.68 -0.68 1.05 0.37
C 4.44492 4.77516 -3.95359 -0.41 -1.33 1.35 0.04
C -2.20919 -4.63054 3.38132 0.14 1.06 0.03 -1.04
F -4.11851 -2.21194 -5.64937 0.76 -0.02 1.41 -0.37
C 0.75612 7.33786 -6.03950 -0.75 -1.36 0.73 -0.90
F 2.43923 1.22101 -2.34265 -1.47 1.18 0.45 -0.15
H 9.61493 1.87925 -7.06702 0.07 0.30 -0.36 0.33
H 0.42331 -9.08491 3.60960 0.61 -0.08 0.04 0.40
H 4.12340 3.13989 -5.41368 0.74 0.04 -0.10 0.65
H 12.65770 9.73845 -0.56342 0.06 -1.04 0.36 0.33
H -0.21697 7.82855 -6.01899 0.20 1.22 0.36 0.45
C -9.17751 -6.26826 4.01089 1.04 1.14 0.22 -0.62
H -6.20482 3.70114 5.38208 0.16 0.50 0.57 0.78
P -3.80832 -1.99189 -4.06618 -3.36 -1.67 -1.64 1.70
H 5.41856 -0.39038 6.33727 -0.39 -0.05 0.35 0.35
C -3.88642 3.75573 3.59818 0.18 0.20 -1.07 -1.26
H -2.95902 3.03703 7.27113 0.03 -0.08 0.00 0.71
C 1.24441 -7.23899 2.60098 0.96 -3.20 0.80 -1.10
C 9.49864 4.05392 -5.14173 0.51 2.55 -0.64 -0.39
H -0.73051 -2.23326 4.68795 -0.02 0.05 0.01 0.23
H 3.07010 8.93460 -4.77118 -0.05 -0.88 0.50 0.28
H -8.75975 -8.37915 3.70281 0.02 -0.13 -0.04 0.35
H -0.40243 -4.71164 -1.57952 0.11 0.34 0.18 0.42
H -8.49210 0.94675 6.27087 0.75 -0.14 0.13 0.30
H 6.50599 4.14366 -3.29392 -0.92 -0.71 0.20 0.48
C 4.11873 1.02646 4.33931 -1.07 3.26 0.49 0.39
H -2.12586 6.32490 7.52176 0.01 0.28 -0.17 0.38
C 1.43656 -1.57350 -1.50935 0.52 -1.39 1.94 -1.08
F 1.82724 3.36716 -2.36954 0.23 -0.49 0.50 -0.01
H -5.00080 -0.24096 -1.01594 -0.11 -0.68 -0.13 0.10
C -7.29382 -6.63688 -2.92767 0.03 0.42 1.29 -1.31
H -4.04779 -6.57768 2.02732 0.93 0.02 0.40 0.80
H -4.20307 -3.69191 3.35082 0.16 0.19 -0.47 0.54
H 2.28857 0.85443 5.38064 -0.14 0.33 0.20 0.44
F -3.40984 -0.47501 -4.28699 1.71 2.40 -2.50 -0.44
H 4.91781 -7.84420 -6.28317 -0.23 0.13 -0.44 0.38
H 2.30626 2.23423 4.19159 0.36 -0.23 0.10 0.34
C -5.21722 -2.70058 0.66783 0.60 0.34 0.87 1.21
H -4.40281 4.56341 0.62358 0.96 -0.15 0.96 0.20
C -6.74482 -6.04559 2.90186 -3.35 0.50 0.38 -1.16
H -0.69004 1.46816 -2.17386 1.00 0.70 -0.33 -0.14
H -3.64400 -8.87596 -0.11463 0.02 -0.01 0.17 0.34
H -7.85589 -7.32990 -3.55368 0.65 -0.02 -0.33 0.39
H -6.36719 -5.63377 3.83776 0.16 -0.21 0.01 0.57
H 6.06427 6.60642 -3.01635 0.79 0.65 0.58 0.51
H 13.12597 8.56621 -1.92475 -0.30 -0.30 0.48 0.35
H -1.35468 -0.01571 -5.56109 0.02 -0.44 -0.56 0.29
H -8.77988 -6.06588 1.90908 0.33 -0.68 -0.17 0.40
H 11.52471 4.03505 -5.91730 0.08 0.11 -0.19 0.36
H 0.05337 5.01111 -4.57250 -0.51 -0.18 -0.03 0.29
C 0.72303 -8.74266 2.61908 -0.60 1.44 -0.22 -0.95
H 0.66684 -2.89743 -2.93417 -0.51 -0.10 -0.22 0.62
N -1.07715 1.30541 -3.09242 -0.83 -2.59 -2.10 1.81
H 4.09805 7.98447 -7.36227 -0.45 0.99 0.01 0.43
H -6.70815 -7.13449 2.86964 0.35 -0.02 0.28 0.62
C -8.74189 -7.64229 4.50581 -1.33 -0.31 -0.42 -1.24
H -3.15089 -1.25290 4.74747 0.06 -0.30 -0.10 -0.10
H -4.53204 7.20165 8.58008 0.36 0.31 -0.57 0.34
H -4.17548 -5.21192 4.11415 0.30 -0.06 0.29 0.60
H 3.69953 -6.94248 -2.70178 0.11 -0.16 0.21 0.56
H 1.58736 8.69292 -7.39119 0.08 0.80 0.40 0.30
C -5.60818 -1.21092 0.88570 0.63 1.15 0.14 0.08
H -8.54076 -4.62795 2.66219 0.40 0.31 0.63 0.39
H -4.89951 -2.93963 -0.34707 -0.37 0.22 -0.26 0.30
H -0.35194 -8.76162 -2.97118 -0.27 -0.74 -0.08 0.49
H 1.11163 -0.54842 -1.68751 -0.14 -0.35 -0.96 -0.07
H 8.11528 7.99089 -2.12091 0.12 0.75 0.12 0.47
H 10.15670 7.40973 -1.08947 0.53 -0.45 0.02 0.06
C 7.55022 5.16819 -0.65087 0.63 -2.65 -0.26 -0.69
H 0.46927 -4.03691 -0.12909 -0.65 -0.18 0.09 -0.42
H -7.59646 3.68361 7.53655 -0.41 0.04 0.03 0.29
H 3.10090 6.71822 -7.80250 -0.71 -0.09 0.29 0.43
P 1.63340 -6.79329 -1.51790 -1.11 1.52 -0.35 0.82
C 2.62599 1.21510 4.40896 0.18 -2.11 -0.27 -0.74
H -7.05912 -6.61776 0.01291 -0.26 -0.54 -0.34 0.30
C 0.46659 -4.16630 -1.21138 2.18 1.29 -0.36 0.19
S 1.11916 2.24759 -0.05319 5.64 0.11 -0.02 0.90
H 2.46292 -7.02659 -6.38212 -0.08 -0.06 0.09 0.40
H 10.59498 1.75083 -5.66591 0.10 -0.25 0.13 0.32
H -6.49761 0.43882 -0.42800 0.36 0.37 1.08 0.18
F 3.59360 2.57582 -1.23921 -1.76 0.92 0.30 -0.22
H 7.25349 7.09548 0.05547 0.23 0.46 0.53 0.23
H 10.27717 4.36361 -7.15859 0.14 0.14 0.08 0.38
H 11.41457 1.89663 -7.16690 -0.20 0.36 -0.33 0.38
N 4.69015 -0.37249 4.39599 0.80 0.26 0.33 -0.11
H 8.51182 4.12071 -5.59981 -0.22 -0.72 0.18 0.06
H -4.24942 -6.34337 -1.25623 0.11 -0.34 0.36 -0.44
C 10.53826 2.25825 -6.62893 0.04 -0.10 1.02 -1.27
H -2.46315 -1.66696 6.30471 0.22 -0.20 -0.10 0.60
C 2.31253 2.38227 -1.64333 1.45 -1.60 0.34 0.43
C 2.95943 -7.41812 -5.49427 0.42 -1.16 0.66 -0.78
H 8.68474 3.99835 -2.12723 -0.40 -0.11 -0.07 0.65
H 1.59941 -1.50886 -0.43352 -0.25 -0.26 0.59 0.25
H 6.50799 5.05519 -0.94934 0.04 0.02 -0.69 0.04
H -9.18776 -5.62992 4.89436 0.73 0.48 0.03 0.35
H -6.60563 -1.15741 -0.74647 0.32 0.05 -1.91 0.37
C -5.97721 -6.69090 0.12338 -0.28 2.61 0.08 -0.87
C -2.13220 -8.78592 -1.71826 -0.14 -0.03 1.89 -0.83
C 1.82311 -4.94408 -1.49418 -0.83 0.06 0.32 -1.79
H 1.49099 9.48680 -4.79397 -0.53 -0.35 0.34 0.33
H -6.70264 2.60243 0.72577 0.62 -0.62 0.71 0.30
C -2.31394 2.06777 -3.23558 -0.41 1.61 0.88 -0.73
O 1.11317 3.61317 0.42896 -0.77 -1.13 -0.17 -0.48
H 0.44723 6.57965 -6.75908 0.96 -0.48 -0.41 0.50
P -5.84020 -5.42505 1.53577 -0.19 -0.41 -1.70 0.97
C -5.95106 3.27506 0.31249 -1.78 -0.02 -0.98 -1.20
H 3.65121 -0.90231 6.23393 0.27 0.07 -0.06 0.31
F -0.40401 -0.68792 1.18781 -0.03 -1.14 -0.21 0.04
H -5.99719 -8.16563 -2.18583 0.18 -0.04 0.68 0.43
C -2.65495 0.41097 5.94632 -0.90 0.03 -0.19 -0.92
C -7.57314 2.59419 7.50959 0.91 -0.74 -0.88 -0.60
H 3.06701 -7.22436 0.33442 0.03 0.56 0.31 0.66
H -3.43613 0.43395 6.70614 0.01 -0.40 0.18 0.45
C -5.93903 -7.09524 -2.38329 0.28 -0.19 -1.21 -0.86
H -7.12737 -5.66562 -3.39355 -0.51 -0.05 -0.17 0.29
C -5.33429 -6.23985 -1.23532 -0.57 -1.02 0.15 0.72
H 10.87169 9.74381 -2.84781 -0.32 -0.21 -0.46 0.30
H 2.30512 -7.32241 2.83773 0.37 0.09 -0.24 0.47
C -5.86366 -0.44670 -0.38251 -2.07 -0.87 -1.12 -1.10
H 2.21530 0.48072 3.71605 -0.56 0.19 -0.27 0.05
C 10.91244 9.23277 -1.88590 1.49 1.22 -1.16 -0.80
H 6.84196 6.29461 2.51377 -0.63 0.31 -0.19 0.40
H -1.76846 -5.56048 3.02206 -0.08 -0.12 0.03 0.12
H -0.55514 -3.37165 2.69699 0.11 -0.26 -0.45 0.75
C 2.20458 -6.91929 -4.26000 -0.56 1.84 -0.72 -0.59
C 1.08238 -6.61178 1.23623 0.50 1.06 0.93 0.65
C -0.65290 -8.56194 -1.94276 1.23 0.52 -0.59 -0.86
C 12.47515 9.36601 -1.57143 -1.06 0.99 0.00 -1.21
C 3.93886 3.33934 -4.35809 0.09 1.51 -1.38 -1.46
H 8.63972 6.21717 0.81319 -0.04 0.32 0.07 0.39
H -5.75972 4.88152 1.67939 0.11 0.14 0.08 0.53
H 4.99228 -2.00316 5.73377 -0.15 0.07 0.07 0.38
H 2.61721 9.97974 -5.82642 0.06 0.83 -0.25 0.40
O 4.80234 2.00391 4.34368 1.00 -1.79 -0.27 -0.42
C -1.63508 -3.45918 2.57800 -0.42 0.29 -0.23 0.11
C 6.63540 5.67208 1.64320 1.48 0.62 -1.33 -1.39
N 2.27137 9.16120 -5.34632 0.66 0.67 -2.01 -0.22
H -4.14727 6.10601 9.77041 0.13 -0.21 0.25 0.36
C 3.25763 7.40906 -6.97408 -0.06 0.26 0.98 -0.83
F -5.35105 -1.41633 -3.85794 0.85 -0.83 0.22 -0.39
C 4.47253 -7.12868 -5.59190 -0.45 -0.76 -0.35 -1.20
H -1.87066 -4.49520 4.40854 -0.21 -0.18 0.19 0.51
C -2.36810 -0.98723 5.45794 1.22 -0.59 -0.16 -0.25
H -4.29967 2.22281 2.14277 -0.27 -0.13 -0.14 -0.76
H 2.37865 -4.59807 -2.36581 -0.46 -0.15 -0.42 0.83
O 1.78724 1.25637 0.86424 -2.11 1.69 -1.87 -0.39
C -3.11254 3.72874 6.44284 0.27 1.28 0.53 -1.13
C 10.53774 3.75997 -6.28921 -0.70 -0.71 0.87 -0.45
H -0.49299 -6.51481 -2.56921 0.00 -0.01 -0.24 1.04
H 2.20945 -5.84079 -4.41783 0.20 0.51 0.76 0.23
H 4.41668 -0.95181 3.61515 -1.25 -0.57 0.03 0.40
H 1.85074 -8.36493 0.17233 -0.32 -0.23 0.10 0.57
H -10.22807 -6.13106 3.75478 -0.08 -0.92 -0.44 0.46
H -2.82329 -8.13156 -2.24958 0.39 0.31 -0.24 0.24
F -2.27727 -2.57095 -4.22910 -0.46 0.39 -0.25 -0.38
C -8.48413 2.02895 6.40086 -0.61 0.19 1.66 -1.10
H -5.43167 2.55462 7.92807 0.02 0.26 0.00 0.48
P 8.50970 6.08284 -3.26709 0.11 0.05 -0.04 0.85
H -2.24718 1.60224 4.27204 -0.03 -0.21 -0.76 -0.13
H -2.01677 -2.47905 2.86392 -0.24 -0.23 0.64 -1.01
C -0.16458 -7.14211 -1.74051 -0.13 0.70 0.10 -0.99
H -7.08160 -3.64730 0.38726 -0.50 -0.20 0.39 0.54
H -7.95014 -6.53741 -2.06311 -0.33 0.47 0.06 0.27
H -4.78927 -0.62133 1.29784 0.09 -0.62 1.14 -0.71
H -2.67618 2.12800 -4.26186 0.05 -0.24 0.23 0.42
C -1.58770 -0.30541 0.79702 -1.00 2.59 0.45 -0.19
H 4.64936 -6.13799 -6.01066 0.27 0.06 0.48 0.30
H -1.34881 0.33627 -3.00836 -0.41 -0.98 -0.24 -0.39
H 6.30299 4.48862 -4.97331 -0.18 -0.49 -0.11 0.25
H -1.95578 3.02891 -2.86676 -0.88 0.54 -0.36 0.36
H -2.08367 -9.38550 0.54272 0.08 -0.35 -0.40 0.55
H -9.46492 2.17328 6.85397 -0.52 0.55 -1.11 0.38
H 0.50623 5.81985 -3.09421 -0.15 0.09 0.11 0.26
C -6.15528 2.19761 7.19525 1.93 0.81 -1.99 -0.82
C -2.57066 -8.68761 -0.13839 0.26 -0.62 -1.89 -0.79
F -3.42520 -1.57144 -2.58939 0.17 -1.42 3.44 -0.55
F -4.36838 -3.50909 -3.65852 1.07 1.52 -0.09 -0.41
H 9.63354 6.32024 -5.34059 -0.30 -0.13 -0.40 0.58
H 5.62484 5.70202 1.23581 -0.17 0.30 0.50 0.33
C -5.12575 4.08701 1.28579 -1.43 -0.97 0.31 -0.57
C -4.81878 3.12269 2.47269 1.62 1.80 0.77 0.19
H 2.74999 -8.44057 -2.93071 0.20 -0.17 0.48 0.46
```
Forces are in eV/Å.